(1)
Entry from OMol25: one molecule with the formula C6H7N at a distorted geometry (ωB97M-V/def2-TZVPD).

Highest occupied orbital energy (Ha): -0.340
Relative energy (zero: lowest compared OMol25 entry of this formula, charge and spin) (kJ/mol): 412.7
Net charge: 0
Structure (SMILES): C[C@H]1[C@@H]2[C@@H](C#N)[C@H]12

```
14
C6H7N ωB97M-V/def2-TZVPD
C 2.48 1.37 -1.15
C 1.12 1.01 -0.59
C 0.64 -0.30 -0.07
C 0.01 0.63 0.90
C -1.65 -1.27 0.59
C -0.86 -0.12 -0.01
N 3.45 1.64 -1.69
H 0.42 1.49 -1.26
H 1.18 -1.22 0.02
H -1.18 -1.62 1.50
H -1.72 -2.09 -0.12
H -2.66 -0.95 0.83
H 0.15 1.03 1.87
H -1.37 0.39 -0.82
```

=====

(2)
Entry from OMol25: C6H7N2 as an isolated structure at a distorted geometry (ωB97M-V/def2-TZVPD).

Highest occupied orbital energy (spin up / spin down) (Ha): -0.521 / -0.521
Relative energy (zero: lowest compared OMol25 entry of this formula, charge and spin) (kJ/mol): 617.3
Net charge: +1

```
15
C6H7N2 ωB97M-V/def2-TZVPD
C -0.99 -0.34 -0.70
C 0.12 0.32 -1.10
C 0.84 -0.03 0.22
C 0.42 1.47 -0.05
C 1.20 2.01 -1.20
C -0.70 -1.83 1.25
N 0.62 1.25 -2.03
N -0.50 -0.54 0.59
H -2.05 -0.05 -0.93
H 1.70 -0.63 0.50
H -0.29 2.01 0.53
H 1.84 2.82 -1.20
H -0.19 -2.50 0.58
H -1.71 -2.09 1.34
H -0.31 -1.86 2.19
```

=====

(3)
Entry from OMol25: an isolated ion of composition C6H7N2 and charge +1 at a distorted geometry (ωB97M-V/def2-TZVPD).

Highest occupied orbital energy (spin up / spin down) (Ha): -0.464 / -0.464
Relative energy (zero: lowest compared OMol25 entry of this formula, charge and spin) (kJ/mol): 400.5
Net charge: +1

```
15
C6H7N2 ωB97M-V/def2-TZVPD
C -0.63 -1.18 -0.37
C 0.39 -1.78 0.38
C 0.41 1.87 0.13
C 1.08 0.06 1.61
C -0.70 1.42 -0.71
C -1.13 0.05 -0.78
N 0.96 1.05 0.92
N 1.28 -1.20 1.26
H -1.13 -2.03 -1.00
H 0.63 -2.92 0.43
H 0.85 2.97 0.16
H -1.51 2.21 -0.56
H -0.32 1.60 -1.71
H -1.97 -0.16 -1.50
H 1.80 -1.97 1.74
```

=====

(4)
Entry from OMol25: one molecule with the formula C6H7N2O3PS at a distorted geometry (ωB97M-V/def2-TZVPD).

Highest occupied orbital energy (spin up / spin down) (Ha): -0.335 / -0.335
Relative energy (zero: lowest compared OMol25 entry of this formula, charge and spin) (kJ/mol): 123.3
Net charge: 0
Structure (SMILES): N[PH]12N=[S@]1(=O)O[C@@]21C=CC=CC1=O

```
20
C6H7N2O3PS ωB97M-V/def2-TZVPD
C 1.59 -0.20 -0.91
C 1.12 -1.27 -0.05
C 1.64 1.09 -0.54
C 0.70 -0.94 1.21
C 1.45 1.49 0.86
C 0.67 0.43 1.66
N -1.75 1.68 2.24
N -2.07 -0.44 0.39
O 1.84 2.51 1.30
O -1.37 -0.60 3.35
O 0.62 0.75 3.00
P -1.30 0.94 0.94
S -1.06 0.82 3.56
H 2.00 -0.39 -1.84
H 1.35 -2.26 -0.42
H 2.05 1.83 -1.26
H 0.17 -1.50 1.90
H -1.41 1.70 -0.25
H -1.53 -1.21 0.08
H -2.60 -0.86 1.08
```

=====

Among the records above, which one has the lowest relative energy (zero: lowest compared OMol25 entry of this formula, charge and spin)? C6H7N2O3PS

=====

Look up the net charge of the first one. 0